The following is a quantum chemistry calculation of a 8-piece molecular cluster, C22H52N8O9 overall, from the OMol25 dataset.

The geometry in ORCA input format:
```
! RIJCOSX wB97M-V def2-TZVPD def2/J DEFGRID3
* xyz 0 1
O -2.1343 -4.5166 -4.2072
O 0.0037 0.8547 -2.6544
O 1.1391 -3.4134 0.4603
O -1.5115 0.9768 1.5167
O 3.7053 0.4841 -2.4606
O 0.6386 -3.9405 4.8291
O -3.0345 3.6496 1.2916
O -5.7130 3.7937 -2.1455
O 0.5982 0.8644 1.0779
N -3.7569 2.6594 -2.2950
N 3.5272 0.2207 -0.2077
N -1.8426 5.1926 2.4087
N 0.6489 -1.6846 5.0143
N 0.6878 -5.5255 1.2824
N 1.1772 2.8044 -2.4400
N -0.1220 -3.3498 -4.1736
N -0.5373 0.4809 0.9448
C -4.7342 3.3258 -1.6364
C 3.7759 0.7017 1.1573
C -2.8288 1.7990 -1.5712
C 1.9121 3.7707 -3.2365
C -0.8192 -0.6760 0.0030
C 1.5005 -4.5050 0.8807
C 1.2870 -6.7548 1.6716
C 3.8687 0.8494 -1.3281
C -3.9588 2.2105 -3.6875
C 3.1473 -1.2236 -0.2935
C 0.8553 1.6460 -3.0290
C -0.9485 -4.4276 -4.4774
C 0.1322 -1.6844 6.3554
C -2.9111 4.7535 1.7347
C -0.7726 4.2938 2.7076
C 0.8411 -2.8500 4.3876
C 0.4695 3.2193 -1.2088
C -1.5890 6.6265 2.5619
C -0.7766 -2.2434 -3.4498
C 0.8517 -0.3971 4.3439
C 1.3186 -3.4805 -4.3242
C -0.7456 -5.4302 0.9928
H 2.3363 3.3176 -4.0850
H -1.0239 -6.4420 0.6902
H 0.1121 -1.2102 -0.0996
H -1.3949 -5.1160 1.7825
H 0.9138 -7.5872 1.0420
H 0.8675 -1.2104 7.0070
H -3.7629 5.4589 1.6535
H 2.5176 -1.3787 -1.1726
H -0.5817 6.7155 2.1527
H -0.8264 -1.1577 6.4575
H 1.6603 -2.7722 -5.0773
H 1.6812 -4.4929 -4.6859
H 1.9059 -0.0778 4.2451
H -0.0196 4.3691 1.9012
H 4.0040 -1.8838 -0.2696
H -0.8127 -4.7631 0.1591
H -0.3563 -5.2698 -4.9457
H 0.9828 4.0718 -0.7896
H 2.3691 -6.8310 1.5939
H 0.0186 -2.6975 6.7213
H 2.6142 -4.6887 1.0051
H -4.2486 1.1430 -3.6434
H -2.7539 1.9362 -0.5307
H -1.1217 -0.2463 -0.9272
H -1.5195 -1.7633 -4.1075
H 1.3127 -2.6178 3.4122
H 0.5037 2.4255 -0.4630
H -1.0824 3.2341 2.6191
H 4.2711 -0.0805 1.7524
H -1.3230 -2.6621 -2.5391
H 1.1662 4.5454 -3.5437
H -0.0871 -1.5569 -3.0299
H 2.6922 4.2168 -2.5930
H 0.3441 0.3567 4.9490
H 2.8267 0.9209 1.7053
H 4.3260 1.8653 -1.1993
H -4.7642 2.8191 -4.0618
H -0.5908 3.5515 -1.3995
H -3.0761 0.7562 -1.7076
H 2.5621 -1.5332 0.5397
H -1.8410 1.8789 -1.9518
H 1.0591 -7.0095 2.7154
H -1.6140 6.9002 3.6259
H -0.2597 4.4344 3.6301
H -3.1385 2.4456 -4.3350
H -2.3011 7.2843 2.0249
H 1.8075 -3.2488 -3.4018
H 0.4653 -0.4125 3.3485
H -1.6047 -1.3286 0.3496
H -4.4754 3.3277 -0.5708
H 4.4937 1.5171 1.1880
H 1.4160 1.4725 -3.9371
*
```

Summary:
ΔE to the lowest compared entry with this formula, charge and spin: 308.0 kJ/mol
Orbital gap: 8.977 eV
E_HOMO: -8.73 eV
E_tot: -1984.5337 hartree

Partial charges, Mulliken, in e: O -0.56; O -0.51; O -0.47; O -0.58; O -0.58; O -0.64; O -0.50; O -0.61; O -0.20; N 0.07; N 0.45; N 0.17; N 0.09; N 0.33; N 0.50; N 0.19; N 0.74; C 0.21; C -0.94; C -0.59; C -1.02; C 0.15; C -0.07; C -0.96; C 0.03; C -1.05; C -0.95; C -0.27; C 0.08; C -1.03; C -0.02; C -0.79; C 0.37; C -0.49; C -0.92; C -0.56; C -0.63; C -0.82; C -0.90; H 0.35; H 0.34; H -0.14; H 0.23; H 0.31; H 0.35; H 0.35; H 0.12; H 0.30; H 0.32; H 0.31; H 0.32; H 0.23; H 0.20; H 0.47; H 0.30; H 0.26; H 0.46; H 0.34; H 0.33; H 0.29; H 0.33; H 0.42; H -0.42; H 0.33; H 0.16; H -0.23; H 0.17; H 0.33; H 0.20; H 0.34; H 0.00; H 0.29; H 0.40; H 0.13; H 0.26; H 0.42; H 0.28; H 0.45; H 0.16; H -0.26; H 0.31; H 0.27; H 0.38; H 0.26; H 0.37; H 0.23; H 0.02; H 0.47; H 0.32; H 0.44; H 0.39


The following is a quantum chemistry calculation of C24H17CaN6Te as an isolated structure, from the OMol25 dataset.

The geometry in ORCA input format:
```
! RIJCOSX wB97M-V def2-TZVPD def2/J DEFGRID3
* xyz 1 1
Te -0.8753 -5.1626 -2.0046
Ca -0.3529 -2.3782 -1.0606
N 4.2580 -0.3049 -2.4488
N -4.9281 0.0395 -0.2463
N -2.5292 -1.2662 -0.6857
N -0.2005 0.0747 -0.8248
N 1.8393 -1.4351 -1.7214
N 0.7260 6.4411 2.0427
C 2.7860 -2.1549 -2.3149
C -2.5529 0.0378 -0.3782
C -0.2620 -4.6980 -0.0190
C 0.3554 3.9307 0.8824
C -1.0973 2.0000 0.2503
C -3.7671 0.6795 -0.1696
C 1.6110 5.4649 2.2157
C 2.0901 -0.1419 -1.4812
C 4.0017 -1.5849 -2.6737
C -1.2015 -4.2249 0.9099
C 1.4767 4.2020 1.6577
C 1.2243 1.9058 -0.2938
C 3.3075 0.4114 -1.8616
C 1.0918 -4.4326 0.2401
C -0.8180 -3.4111 1.9718
C 1.0066 0.6497 -0.8369
C -0.5752 4.9468 0.7011
C 1.4781 -3.6191 1.3013
C 0.1582 2.5992 0.2713
C -3.6883 -1.9100 -0.7730
C -0.3413 6.1780 1.2959
C -1.2399 0.7404 -0.3101
C 0.5196 -3.0684 2.1475
C -4.8911 -1.2502 -0.5442
H 2.5280 -3.4056 1.4594
H 2.2079 2.3521 -0.3030
H 2.5674 -3.1980 -2.5126
H -2.2492 -4.4538 0.7568
H 2.2240 3.4444 1.8558
H 0.8153 -2.4181 2.9599
H -3.6514 -2.9611 -1.0375
H -1.5677 -3.0350 2.6570
H 3.5235 1.4607 -1.7086
H 2.4705 5.6986 2.8329
H -1.9389 2.5026 0.7044
H -5.8343 -1.7772 -0.6102
H -3.8159 1.7380 0.0502
H 4.7714 -2.1750 -3.1543
H -1.0461 6.9901 1.1616
H -1.4546 4.8049 0.0861
H 1.8403 -4.8259 -0.4373
*
```

Summary:
Orbital gap: 5.849 eV
E_HOMO: -10.07 eV
E_tot: -2198.8382 hartree

Partial charges, Mulliken, in e: Te 0.08; Ca 1.72; N -0.56; N -0.56; N -0.19; N -0.58; N -0.21; N -0.57; C -0.37; C -0.11; C -1.62; C 0.42; C -0.55; C -0.30; C -0.42; C -0.04; C -0.40; C 0.11; C -0.47; C -0.68; C -0.30; C 0.15; C -0.39; C 0.69; C -0.53; C -0.39; C 0.51; C -0.36; C -0.39; C 0.53; C -0.42; C -0.40; H 0.44; H 0.49; H 0.48; H 0.46; H 0.47; H 0.42; H 0.48; H 0.44; H 0.42; H 0.37; H 0.61; H 0.40; H 0.39; H 0.41; H 0.37; H 0.48; H 0.45


The following is a quantum chemistry calculation of C42H45AsGeN2O3S4SbSeW as an isolated structure, from the OMol25 dataset.

The geometry in ORCA input format:
```
! RIJCOSX wB97M-V def2-TZVPD def2/J DEFGRID3
* xyz -1 3
W -0.0368 -0.9092 -1.3626
Sb 2.6901 -0.3504 1.7668
Se -2.1838 2.1345 -2.5337
As -0.0747 -2.9259 -3.4026
Ge -1.9609 2.8331 -5.7940
S -1.5483 -1.2257 -3.1264
S 0.6457 -3.0951 -5.4138
S 2.4004 -1.1981 -2.3583
S -1.0925 -4.8014 -3.6652
O 0.9317 0.8024 -1.7357
O 0.7898 1.9511 0.7830
O 0.5804 -2.3208 -0.0979
N -0.8338 -0.1592 0.3703
N -1.7345 -1.0543 -0.2571
C -2.1241 4.0500 -2.1670
C 3.9369 1.6586 5.5512
C -0.5992 -2.4703 3.7748
C -1.3946 1.0867 0.6681
C -2.8113 -4.4485 0.9519
C -3.0754 3.9174 -6.9915
C -0.4023 -4.3702 0.7244
C -2.9084 -3.1021 0.5216
C -0.4393 3.9154 -5.2060
C 3.8880 -2.6671 3.5268
C -1.5361 -5.0547 1.0465
C -3.2799 2.4808 1.2856
C -5.2233 -4.5699 1.1143
C -1.4197 -1.4471 4.2232
C 0.6106 -2.1730 3.1595
C 4.4889 1.9178 2.8559
C 1.0116 -0.8543 2.9885
C -2.7607 1.2649 0.8593
C 3.5823 0.9430 3.2653
C -2.4368 3.5457 1.5429
C 5.6209 -3.6179 1.5816
C 1.6275 0.2413 -2.7101
C 5.1132 2.7550 3.7722
C 1.6354 3.0764 0.7019
C -4.0001 -5.1591 1.2493
C -1.7178 -2.3865 0.2517
C -0.4943 -3.0234 0.3141
C 3.3200 0.8253 4.6295
C 5.5884 -4.2188 2.8300
C -5.3174 -3.2345 0.6607
C -1.0627 3.3899 1.3708
C 0.1881 0.1669 3.4591
C -1.0211 -0.1253 4.0704
C -1.3353 1.2577 -6.7655
C -0.5455 2.1782 0.9434
C 4.8348 2.6282 5.1242
C -3.0571 2.2312 -4.2784
C 1.5452 0.8841 -4.0522
C 4.7182 -3.7435 3.8031
C 3.9167 -2.0490 2.2780
C -4.1923 -2.5189 0.3701
C 4.7858 -2.5409 1.3086
H 1.8989 0.2039 -4.8222
H 2.6142 0.0804 4.9762
H 4.7201 2.0260 1.8004
H -2.9624 4.5370 -2.6636
H -1.4750 -6.0925 1.3523
H -0.6316 0.6681 -6.1787
H -3.4397 4.8123 -6.4860
H 5.3156 3.2808 5.8423
H 1.7320 3.5853 1.6664
H 3.2055 -2.3088 4.2892
H -1.1864 4.4843 -2.5042
H -3.3358 1.1928 -4.4759
H -2.8306 4.4975 1.8764
H 4.8027 -2.0876 0.3228
H 6.2344 -5.0611 3.0443
H 0.2749 4.0402 -6.0211
H -3.9363 3.3433 -7.3360
H 1.2317 -2.9791 2.7868
H 3.7155 1.5525 6.6063
H -2.4988 4.2260 -7.8646
H -4.3490 2.5875 1.4177
H -3.9851 2.7946 -4.1730
H 2.6102 2.6967 0.4034
H -2.1784 0.6101 -7.0086
H 2.1438 1.8000 -4.0620
H 0.0595 3.4210 -4.3724
H 0.5049 1.1671 -4.2236
H -6.1239 -5.1264 1.3408
H 4.6846 -4.2160 4.7773
H 5.8156 3.5058 3.4311
H -3.4101 0.4246 0.6666
H -0.7669 4.9026 -4.8800
H 1.2729 3.7808 -0.0520
H -0.8507 1.5531 -7.6972
H -0.3986 4.2185 1.5739
H 0.4757 1.2036 3.3242
H -3.9190 -6.1883 1.5800
H -6.2927 -2.7811 0.5345
H -1.6642 0.6804 4.4033
H -2.3746 -1.6790 4.6784
H 0.5737 -4.8387 0.7547
H 6.2885 -3.9920 0.8155
H -0.9132 -3.5027 3.8706
H -2.2278 4.1630 -1.0911
H -4.2549 -1.5065 -0.0037
*
```

Summary:
ΔE to the lowest compared entry with this formula, charge and spin: 129.2 kJ/mol
Orbital gap (alpha / beta): 6.629 / 5.881 eV
E_HOMO (alpha / beta): -4.58 / -4.67 eV
E_tot: -10576.9526 hartree
Expectation value of S²: 2.018

Atomic partial charges in e from the Mulliken method, atoms 1 to 99: W -0.17; Sb 0.70; Se 0.25; As 0.27; Ge 0.56; S -0.31; S -0.44; S -0.18; S -0.40; O -0.33; O 1.27; O -0.58; N 0.76; N -0.17; C -0.93; C -0.72; C -0.71; C -0.49; C 1.11; C -1.29; C -0.69; C 0.86; C -0.98; C -0.08; C -1.18; C -0.85; C -0.61; C -0.74; C -0.79; C -0.57; C 0.86; C -0.15; C 0.57; C -1.12; C -0.53; C 0.66; C -0.61; C -1.62; C -0.99; C 0.22; C 1.32; C -0.11; C -0.44; C -0.85; C -0.33; C -0.64; C -0.61; C -1.08; C 0.42; C -0.43; C -0.98; C -0.56; C -0.69; C 0.30; C -0.78; C -0.73; H 0.41; H 0.24; H 0.32; H 0.42; H 0.35; H 0.29; H 0.35; H 0.38; H 0.44; H 0.27; H 0.26; H 0.42; H 0.33; H 0.27; H 0.37; H 0.39; H 0.37; H 0.45; H 0.39; H 0.36; H 0.40; H 0.47; H 0.18; H 0.36; H 0.34; H 0.08; H -0.40; H 0.39; H 0.38; H 0.40; H 0.21; H 0.38; H 0.39; H 0.35; H 0.39; H 0.40; H 0.40; H 0.42; H 0.41; H 0.37; H 0.52; H 0.40; H 0.38


The highest E_tot belongs to which entry? C22H52N8O9